An isolated ion of composition C7H16N and charge +1. Source: the OMol25 dataset; level of theory: ωB97M-V/def2-TZVPD.

```
24
Properties=species:S:1:pos:R:3:forces:R:3
C 1.7227 -1.0923 3.0092 0.48 -0.24 0.19
C 2.1999 -0.8013 1.8119 -0.34 0.20 -0.71
C 1.3906 -0.3772 0.5982 0.41 1.03 0.36
C 0.1897 -1.2209 0.1820 -0.15 -0.33 -0.30
C -1.1317 -0.4610 -0.0893 0.45 -0.60 -0.77
C -0.8852 0.8118 -0.8976 0.50 0.09 1.70
C -0.1626 0.6772 -2.2066 -0.80 -0.19 -1.40
N -2.1589 1.6298 -1.0007 -1.26 -0.30 0.17
H 2.4158 -1.4597 3.7577 -0.12 0.27 0.16
H 0.6857 -1.0033 3.3120 -0.08 -0.20 -0.26
H 3.2632 -0.7534 1.6060 0.09 -0.46 0.37
H 2.0933 -0.2451 -0.2255 -0.06 -0.32 -0.15
H 1.1146 0.6701 0.7985 -0.24 -0.17 0.13
H -0.0047 -2.0001 0.9191 -0.10 0.17 0.17
H 0.4194 -1.7908 -0.7196 0.20 0.11 -0.07
H -1.5922 -0.2554 0.8766 -0.34 0.22 -0.12
H -1.7343 -1.1302 -0.7130 -0.38 -0.02 0.40
H -0.3081 1.3871 -0.1961 0.46 0.70 -0.18
H -0.3748 -0.2792 -2.6945 0.26 -0.14 0.30
H 0.9068 0.8430 -2.1497 0.05 -0.15 0.28
H -0.5337 1.3811 -2.9644 0.13 0.25 0.29
H -3.0137 1.0570 -0.9392 0.34 -0.23 -0.48
H -2.1995 2.1580 -1.8754 0.00 0.12 0.18
H -2.3022 2.2547 -0.1998 0.51 0.19 -0.26
```
Positions in Å, forces in eV/Å.

Computed properties:
SMILES: C=CCCC[C@@H](C)[NH3+]
Net charge: +1
HOMO-LUMO gap: 8.77 eV
E_tot: -9001.0336 eV
Energy above the lowest of the compared OMol25 structures with the same formula, charge and spin: 122.7 kJ/mol